A structure of composition C9H10F5NTi. Source: OMol25; level of theory: ωB97M-V with the def2-TZVPD basis set.

Geometry as ORCA input:
```
! RIJCOSX wB97M-V def2-TZVPD def2/J DEFGRID3
* xyz 0 1
C 2.155 -0.181 -0.178
C 1.606 -0.728 -1.393
C 1.037 -2.014 -1.088
C 1.223 -2.258 0.324
C 1.891 -1.112 0.890
Ti -0.045 -0.465 0.080
N -0.085 1.554 0.689
C -0.600 2.450 -0.226
C -0.821 1.305 -1.311
H 0.585 -2.698 -1.803
H 1.642 -0.268 -2.379
H 0.965 -3.172 0.856
H 2.218 -1.011 1.924
H 2.709 0.751 -0.089
H -0.143 1.398 -2.168
H 0.095 3.230 -0.568
H 0.120 1.935 1.613
H -1.874 1.168 -1.577
H -1.554 2.912 0.071
F -1.970 -2.669 0.711
C -1.982 -1.279 0.832
F -3.082 -0.813 0.122
C -2.197 -0.932 2.307
F -3.218 -1.671 2.802
F -1.096 -1.195 3.081
F -2.527 0.380 2.463
*
```

Output
Orbital gap in eV: 7.601
E_HOMO in eV: -8.351

Results of the Löwdin charge analysis, in e, for atoms 1 through 4: number 1, C, carries -0.147; number 2, C, carries -0.165; number 3, C, carries -0.151; number 4, C, carries -0.162


A structure of composition C19H32F5N2O9TeTi. Source: OMol25; level of theory: ωB97M-V with the def2-TZVPD basis set.

Geometry as ORCA input:
```
! RIJCOSX wB97M-V def2-TZVPD def2/J DEFGRID3
* xyz 2 2
Ti -0.741 0.337 0.277
C -1.629 -2.771 2.070
C -0.610 -1.894 2.754
O -0.839 -0.512 2.383
C -1.881 0.128 3.144
C -3.103 0.380 2.259
O -2.797 -0.052 0.916
C -3.935 0.136 0.032
C -3.932 1.564 -0.466
O -2.633 1.858 -0.989
C -2.552 1.852 -2.422
C -2.814 0.468 -2.972
O -2.074 -0.475 -2.197
C -1.310 -1.447 -2.900
C 0.118 -1.323 -2.426
O 0.141 -1.359 -0.980
C 0.577 -2.601 -0.399
C -0.637 -3.421 -0.017
O -1.553 -2.571 0.670
H -2.640 -2.497 2.378
H -1.476 -3.819 2.337
H 0.405 -2.127 2.432
H -0.649 -1.975 3.840
H -1.480 1.065 3.521
H -2.138 -0.507 3.989
H -3.352 1.441 2.250
H -3.968 -0.193 2.594
H -4.845 -0.096 0.587
H -3.804 -0.588 -0.764
H -4.120 2.273 0.338
H -4.705 1.704 -1.224
H -1.540 2.174 -2.656
H -3.261 2.573 -2.834
H -2.523 0.432 -4.023
H -3.877 0.212 -2.923
H -1.356 -1.293 -3.979
H -1.719 -2.434 -2.676
H 0.545 -0.368 -2.724
H 0.741 -2.124 -2.824
H 1.169 -2.341 0.478
H 1.230 -3.129 -1.093
H -0.341 -4.273 0.599
H -1.145 -3.802 -0.903
F -0.702 5.533 0.221
Te -0.798 3.715 0.662
F -2.603 3.880 1.231
F -0.082 1.195 -1.127
F 1.027 3.469 0.222
F -0.282 4.081 2.374
O -0.909 1.814 1.208
O 6.378 0.683 -3.063
C 6.767 0.124 -1.849
N 5.840 0.445 -0.762
C 4.604 -0.069 -0.781
O 4.202 -0.837 -1.644
C 3.664 0.318 0.333
C 4.020 0.743 1.603
C 3.015 0.994 2.527
C 1.701 0.797 2.166
N 1.348 0.362 0.941
C 2.321 0.161 0.046
H 5.675 0.139 -3.437
H 7.735 0.539 -1.585
H 6.834 -0.964 -1.906
H 6.054 1.222 -0.160
H 5.059 0.865 1.884
H 3.244 1.340 3.525
H 0.899 0.994 2.860
H 2.043 -0.151 -0.946
*
```

Output
Orbital gap (alpha / beta) in eV: 7.585 / 5.658
E_HOMO (alpha / beta) in eV: -14.909 / -14.909

Results of the Löwdin charge analysis, in e, for atoms 1 through 4: number 1, Ti, carries 1.287; number 2, C, carries -0.141; number 3, C, carries -0.099; number 4, O, carries -0.267


What energy above the lowest of the compared OMol25 structures with the same formula, charge and spin values result from the calculations? In sequence: 125.88; 136.69 kJ/mol.